Molecular formula: C3H3IO
Method: DFT, wB97M-V/def2-TZVPD

Cartesian coordinates (Å):
C1 0.526 0.287 -0.603
C2 0.826 -0.941 -0.116
C3 -0.788 0.082 -0.049
O1 -0.469 -1.173 0.419
I1 -2.705 0.668 -0.439
H1 1.024 1.073 -1.124
H2 1.637 -1.627 -0.006
H3 -0.051 1.631 1.917

Cartesian forces, eV/Å:
-0.234 0.143 -0.066
-0.480 0.491 -0.158
0.536 0.699 -0.117
-0.157 -1.025 0.445
0.165 -0.086 0.043
0.107 0.168 -0.126
0.172 -0.267 0.138
-0.107 -0.123 -0.159

Properties
E_HOMO (spin up / spin down)	-0.294 / -0.347	Ha
molar mass	181.960	g mol⁻¹
charge	0
ΔE to the lowest compared entry with this formula, charge and spin	480.60	kJ/mol